A.
# C7H13N2O

An isolated ion of composition C7H13N2O and charge +1 (wB97M-V/def2-TZVPD, OMol25).

LUMO level: -4.2 eV
Net charge: +1
HOMO: -13.90 eV

Last column: Löwdin charge in e.
Cartesian coordinates (Å):
C (-3.87974, 0.37503, 0.12869)  0.15
C (-2.61110, 0.01621, 0.00448)  -0.22
C (-2.38501, -1.51169, -0.04896)  -0.05
C (-1.44096, 0.87067, -0.07799)  -0.37
O (-1.40172, 2.05589, -0.14459)  0.16
N (-0.16801, 0.13947, 0.05936)  0.18
C (0.95357, 0.89861, 0.15180)  -0.01
N (2.19743, 0.44773, 0.15627)  -0.16
C (3.33782, 1.31914, -0.01632)  -0.01
C (2.40488, -1.01953, -0.07515)  0.01
H (-4.59868, -0.33547, 0.17472)  0.05
H (-4.10033, 1.47304, 0.05444)  0.12
H (-2.33475, -1.92045, -0.96730)  0.05
H (-3.23359, -2.07763, 0.26576)  0.08
H (-1.61926, -1.99287, 0.61918)  0.10
H (-0.06159, -0.84070, 0.20436)  0.10
H (0.93368, 1.91893, 0.08542)  0.13
H (3.87480, 1.13243, 0.94633)  0.11
H (3.95608, 0.91961, -0.95252)  0.15
H (2.92369, 2.39083, 0.02446)  0.13
H (1.91295, -1.38895, -0.94172)  0.09
H (3.44447, -1.37351, -0.32155)  0.13
H (1.89538, -1.49679, 0.67083)  0.06

---

B.
# C7H13N2O

A 2-piece molecular cluster, C7H13N2O overall (wB97M-V/def2-TZVPD, OMol25).

LUMO level: -2.8 eV
Net charge: +1
HOMO: -13.44 eV

Last column: Löwdin charge in e.
Cartesian coordinates (Å):
C (1.91134, 0.47436, -0.35431)  0.01
C (2.79615, -0.42542, 0.24470)  -0.23
C (0.72624, -1.08806, 0.58985)  -0.04
C (4.31972, -0.53239, 0.26531)  0.01
C (-2.32100, 0.99976, 0.68477)  -0.02
C (-4.01879, 0.34425, -1.10212)  -0.01
C (-2.61923, 0.42367, -0.62437)  -0.44
N (2.03355, -1.34513, 0.89082)  0.14
N (0.66203, -0.00422, -0.18122)  0.10
O (-1.66446, 0.10217, -1.40745)  0.00
H (2.09982, 1.22619, -1.03969)  0.12
H (4.70515, -1.40892, 0.69910)  0.06
H (4.66621, -0.48050, -0.89422)  0.15
H (4.68800, 0.27703, 0.84215)  0.07
H (-3.10317, 0.67974, 1.50630)  0.15
H (-1.33020, 0.83142, 1.07106)  0.06
H (-2.51008, 2.06628, 0.51951)  0.11
H (-4.30318, 0.31362, -2.21145)  0.14
H (-4.49272, 1.23554, -0.90752)  0.06
H (-4.44638, -0.44422, -0.53936)  0.09
H (2.40511, -2.21355, 1.32425)  0.20
H (-0.19184, 0.49825, -0.55061)  0.13
H (-0.01227, -1.52985, 1.17448)  0.14

---

Q: What are the energies relative to the best structure? A: A 0.0506; B 0.0000, in hartree.

---

A.
# C3H3N3O

One molecule with the formula C3H3N3O (wB97M-V/def2-TZVPD, OMol25).

LUMO level: -0.3 eV
HOMO: -9.42 eV

Last column: Löwdin charge in e.
Cartesian coordinates (Å):
H (-1.64895, -2.02512, -0.68673)  0.06
N (-1.19478, -1.79142, 0.20968)  0.09
N (-0.50224, -0.78821, -0.03105)  -0.10
C (0.23807, -0.23539, 1.02175)  -0.14
C (0.86020, 0.91004, 0.68660)  -0.11
N (0.78659, 1.46014, -0.59056)  0.12
C (0.13329, 0.99385, -1.52777)  -0.31
O (-0.41483, 0.74273, -2.52637)  0.18
H (0.28397, -0.70104, 2.00653)  0.11
H (1.46377, 1.48136, 1.38837)  0.11

---

B.
# C3H3N3O

A 2-piece molecular cluster, C3H3N3O overall (wB97M-V/def2-TZVPD, OMol25).

LUMO level: 0.7 eV
HOMO: -9.56 eV

Last column: Löwdin charge in e.
Cartesian coordinates (Å):
N (2.39936, -0.28652, 0.68257)  0.16
C (1.25353, -0.45531, 0.29386)  -0.17
C (0.02114, -0.71310, -0.08726)  -0.11
C (-1.18103, -0.19467, 0.64260)  -0.29
O (-1.44818, -0.45028, 1.78881)  0.06
H (2.90864, 0.51488, 0.31433)  0.08
H (-0.11697, -1.30261, -0.98930)  0.10
H (-1.83516, 0.48097, 0.05848)  0.07
N (-0.55335, 1.12103, -2.24114)  0.05
N (-1.42403, 1.68414, -1.86815)  0.05

---

Q: What are the energies relative to the best structure? A: A 0.0321; B 0.0000, in hartree.

---

A.
# C3H3N3O

A 2-piece molecular cluster, C3H3N3O overall (wB97M-V/def2-TZVPD, OMol25).

LUMO level: 0.5 eV
HOMO: -9.70 eV

Last column: Löwdin charge in e.
Cartesian coordinates (Å):
N (2.07057, -0.28812, 0.61298)  0.19
C (0.97578, -0.61410, 0.20529)  -0.18
C (-0.21958, -1.05644, -0.15390)  -0.09
C (-1.41733, -0.52029, 0.49510)  -0.32
O (-1.42899, 0.45335, 1.22144)  0.00
H (2.50702, 0.53794, 0.20871)  0.08
H (-0.31001, -1.79321, -0.94239)  0.10
H (-2.34417, -1.08477, 0.26934)  0.12
N (0.61642, 2.22340, -0.81484)  0.04
N (-0.44351, 2.22115, -1.11255)  0.06

---

B.
# C3H3N3O

One molecule with the formula C3H3N3O (wB97M-V/def2-TZVPD, OMol25).

LUMO level: 0.1 eV
HOMO: -9.89 eV

Last column: Löwdin charge in e.
Cartesian coordinates (Å):
O (-1.98949, -0.45667, 0.32794)  0.10
C (-0.68558, -0.23500, 0.20557)  -0.41
C (0.31874, -1.19984, 0.37230)  -0.06
N (1.58235, -0.90681, 0.11497)  0.03
N (1.92581, 0.29405, -0.40561)  0.03
C (0.92534, 1.18169, -0.47741)  -0.18
N (-0.33560, 0.97048, -0.09391)  0.11
H (-2.41243, 0.40550, 0.13857)  0.13
H (0.05518, -2.18556, 0.73842)  0.12
H (0.61567, 2.13217, -0.92084)  0.12

---

C.
# C3H3N3O

One molecule with the formula C3H3N3O (wB97M-V/def2-TZVPD, OMol25).

LUMO level: -0.4 eV
HOMO: -9.66 eV

Last column: Löwdin charge in e.
Cartesian coordinates (Å):
O (-2.02853, 0.14128, -0.13128)  0.03
C (-0.64925, 0.22647, -0.10744)  -0.25
C (0.04894, -1.02680, 0.09634)  -0.13
N (1.34897, -1.18146, -0.09780)  0.02
N (2.20819, -0.07231, -0.26843)  0.00
N (1.61670, 1.07030, 0.18496)  -0.02
C (0.30413, 1.35068, -0.17863)  -0.06
H (-2.13507, -0.85706, -0.00374)  0.13
H (-0.42127, -1.99717, 0.30885)  0.12
H (-0.29280, 2.34606, 0.19718)  0.16

---

D.
# C3H3N3O

One molecule with the formula C3H3N3O (wB97M-V/def2-TZVPD, OMol25).

LUMO level: -0.4 eV
HOMO: -9.48 eV

Last column: Löwdin charge in e.
Cartesian coordinates (Å):
O (-1.45214, -0.87552, 0.76412)  -0.09
C (-1.50942, 1.22206, 0.65845)  0.09
N (-0.27410, -1.07516, 1.11697)  -0.17
N (0.85543, -0.83361, 0.56883)  0.08
C (0.99524, -0.10173, -0.58267)  -0.13
C (0.13779, 0.81396, -1.10741)  -0.13
N (-0.92376, 1.25329, -0.38736)  -0.03
H (-0.15669, -1.50026, 2.03827)  0.17
H (1.98788, -0.21096, -1.01631)  0.10
H (0.33977, 1.30793, -2.05289)  0.11

---

Q: What are the energies relative to the best structure? A: A 0.0000; B 0.0534; C 0.1397; D 0.1631, in hartree.

---

A.
# C2H5NO

A 2-piece molecular cluster, C2H5NO overall (wB97M-V/def2-TZVPD, OMol25).

LUMO level: 0.4 eV
HOMO: -7.89 eV

Last column: Löwdin charge in e.
Cartesian coordinates (Å):
C (0.40591, 0.80832, 0.52268)  -0.40
C (-1.33920, -0.29516, -0.71082)  -0.01
N (1.42394, -0.04542, 0.56660)  0.10
O (0.15057, 1.92122, 0.80778)  0.08
H (-0.44129, -0.83686, -1.18291)  -0.02
H (-1.81746, -0.88469, 0.11577)  -0.01
H (-1.99303, 0.18929, -1.42036)  -0.03
H (1.23772, -1.09339, 0.37626)  0.14
H (2.37285, 0.23668, 0.92501)  0.14

---

B.
# C2H5NO

A 3-piece molecular cluster, C2H5NO overall (wB97M-V/def2-TZVPD, OMol25).

LUMO level: -2.9 eV
HOMO: -9.69 eV

Last column: Löwdin charge in e.
Cartesian coordinates (Å):
C (1.42233, -0.24741, 0.05062)  -0.06
C (-0.06958, 0.16579, -0.01443)  -0.72
H (1.61635, -1.31429, -0.17297)  0.07
H (1.87139, 0.12221, 0.93834)  0.06
H (1.91454, 0.31203, -0.72570)  0.07
H (-0.78298, -2.03344, 1.55861)  0.16
H (-2.03028, -0.77440, 1.15380)  0.21
N (-0.93150, -0.87445, -0.51935)  0.16
O (-0.52312, 1.28734, 0.08328)  0.05

---

C.
# C2H5NO

One molecule with the formula C2H5NO (wB97M-V/def2-TZVPD, OMol25).

LUMO level: 1.2 eV
HOMO: -9.61 eV

Last column: Löwdin charge in e.
Cartesian coordinates (Å):
C (-0.45497, -1.56955, 0.94738)  -0.04
N (0.11804, -0.80936, 0.10691)  -0.07
O (-0.12438, 0.50812, 0.30031)  -0.21
C (0.41185, 1.30591, -0.77907)  -0.07
H (-1.13634, -1.19647, 1.74449)  0.09
H (-0.41051, -2.63386, 0.79140)  0.06
H (-0.38325, 1.99547, -1.11848)  0.08
H (0.65521, 0.60311, -1.60335)  0.08
H (1.32435, 1.79664, -0.38961)  0.08

---

D.
# C2H5NO

One molecule with the formula C2H5NO (wB97M-V/def2-TZVPD, OMol25).

LUMO level: 0.9 eV
HOMO: -9.82 eV

Last column: Löwdin charge in e.
Cartesian coordinates (Å):
C (-1.03778, 0.04618, 0.35851)  -0.08
N (0.13598, 0.34622, -0.42733)  -0.06
C (1.33550, -0.23070, -0.17358)  -0.39
O (1.53227, -1.08059, 0.67190)  0.01
H (-0.74478, -0.23828, 1.37533)  0.09
H (-1.65758, 0.95221, 0.45158)  0.09
H (-1.48234, -0.78240, -0.18574)  0.09
H (-0.01940, 0.80933, -1.30904)  0.13
H (2.13271, 0.23314, -0.78139)  0.13

---

Q: What are the energies relative to the best structure? A: A 0.1075; B 0.3546; C 0.0879; D 0.0000, in hartree.

---

A.
# C9H12N4

C9H12N4 as an isolated structure (wB97M-V/def2-TZVPD, OMol25).

LUMO level: -2.6 eV
HOMO: -10.01 eV

Last column: Löwdin charge in e.
Cartesian coordinates (Å):
C (3.82017, -0.24857, 0.57068)  -0.08
C (4.05640, -1.58559, 0.54905)  0.12
C (3.17964, 1.10046, 0.47740)  -0.31
C (5.02884, -0.01458, -0.16790)  -0.33
C (-1.68379, -1.58120, -0.54152)  -0.10
C (1.97130, 1.18418, -0.49038)  -0.13
C (-1.53721, -0.41803, 0.45086)  -0.24
C (0.89478, 0.25799, -0.00322)  -0.25
C (-0.56121, 0.65250, -0.11034)  -0.24
N (5.03996, -2.15595, 0.04805)  0.02
N (4.25697, 1.99248, 0.04381)  0.07
N (5.72618, -1.13492, -0.46887)  0.08
N (5.21896, 1.32930, -0.45193)  0.12
H (2.85149, 1.32850, 1.58885)  0.19
H (-2.07631, -2.35721, -0.02439)  0.02
H (-2.40812, -1.25373, -1.26359)  0.06
H (-0.69074, -2.00159, -1.12421)  0.14
H (2.34790, 0.72777, -1.40116)  0.12
H (1.62701, 2.23192, -0.77958)  0.15
H (-1.06228, -0.61158, 1.39718)  0.10
H (-2.45332, 0.13967, 0.56538)  0.10
H (0.98182, 0.14687, 1.04952)  0.10
H (0.88729, -0.64469, -0.52859)  0.08
H (-0.86631, 0.85496, -1.17504)  0.13
H (-0.61371, 1.52081, 0.56276)  0.11

---

B.
# C9H12N4

One molecule with the formula C9H12N4 (wB97M-V/def2-TZVPD, OMol25).

LUMO level: 0.3 eV
HOMO: -8.06 eV

Last column: Löwdin charge in e.
Cartesian coordinates (Å):
C (0.00992, 2.38237, 0.27554)  -0.18
C (-2.73549, 0.07279, -1.06722)  -0.13
C (-1.10363, -0.58221, 0.24838)  -0.33
C (-2.31391, -0.33681, 1.16287)  -0.05
C (-0.47169, -1.98810, 0.46861)  -0.20
C (0.83959, -2.20403, -0.15619)  -0.21
C (0.90934, 0.12567, -0.16517)  -0.17
C (2.41201, 1.90805, -0.12801)  -0.08
C (1.12222, 1.42062, 0.46219)  -0.35
N (-0.90686, 3.07922, 0.24915)  0.17
N (-1.48584, -0.32784, -1.13074)  0.05
N (-3.21761, 0.01929, 0.30793)  -0.01
N (1.59979, -1.00429, 0.12107)  0.00
H (-3.35984, 0.33664, -1.93332)  0.11
H (-0.56935, -2.07483, 1.56190)  0.10
H (-1.21089, -2.77424, -0.08925)  0.17
H (1.32658, -3.08617, 0.39971)  0.15
H (0.85052, -2.28041, -1.33086)  0.16
H (0.65434, 0.09124, -1.17977)  0.11
H (2.33482, 1.94933, -1.23057)  0.10
H (2.68636, 3.03302, 0.01104)  0.12
H (3.29557, 1.38342, 0.24671)  0.08
H (1.25391, 1.41451, 1.61598)  0.19
H (-4.17188, 0.28489, 0.47070)  0.11
H (2.25206, -0.84213, 0.80930)  0.11

---

Q: What are the energies relative to the best structure? A: A 0.0998; B 0.0000, in hartree.

---

A.
# C2H6S2

A 2-piece molecular cluster, C2H6S2 overall (wB97M-V/def2-TZVPD, OMol25).

LUMO level: 0.8 eV
HOMO: -8.98 eV

Last column: Löwdin charge in e.
Cartesian coordinates (Å):
C (1.10768, 0.78810, -1.10204)  -0.47
C (0.19287, -0.36130, -0.90413)  -0.46
S (0.22408, 0.80631, 0.47262)  0.72
H (0.81694, 1.55555, -1.81327)  0.07
H (2.17785, 0.60770, -1.03860)  0.07
H (-0.72972, -0.38638, -1.47878)  0.07
H (0.63101, -1.33640, -0.70402)  0.07
S (-2.04270, -0.45951, 1.98277)  0.46
H (-0.95857, 0.31649, 2.09488)  -0.33
H (-1.41945, -1.53056, 2.49058)  -0.20

---

B.
# C2H6S2

One molecule with the formula C2H6S2 (wB97M-V/def2-TZVPD, OMol25).

LUMO level: 0.9 eV
HOMO: -8.30 eV

Last column: Löwdin charge in e.
Cartesian coordinates (Å):
C (1.26837, 0.32493, 1.31496)  -0.41
S (0.81236, 1.53875, -0.04523)  0.36
S (0.10763, 0.45952, -1.54972)  0.37
C (-1.36359, -0.49437, -1.14093)  -0.47
H (1.59549, -0.57501, 0.79356)  0.03
H (2.18367, 0.65963, 1.78469)  0.02
H (0.40683, 0.32547, 1.95644)  0.01
H (-2.27231, -0.05746, -1.52248)  0.02
H (-1.31242, -1.51435, -1.52658)  0.03
H (-1.42603, -0.66712, -0.06471)  0.03

---

C.
# C2H6S2

A 2-piece molecular cluster, C2H6S2 overall (wB97M-V/def2-TZVPD, OMol25).

LUMO level: 0.4 eV
HOMO: -8.82 eV

Last column: Löwdin charge in e.
Cartesian coordinates (Å):
C (-1.71342, 1.20386, 0.99080)  -0.14
C (-0.78933, 2.10090, 1.32788)  -0.10
H (-2.21692, 1.09578, 0.03915)  0.04
H (-1.88218, 0.37359, 1.67895)  0.05
H (-0.30995, 2.66655, 0.53499)  0.04
H (-0.52750, 2.24941, 2.36256)  0.05
S (1.45345, -0.28158, -0.74228)  0.24
S (-0.25802, -1.35675, -0.47202)  0.24
H (0.83620, 0.86956, -0.35454)  -0.23
H (0.31050, -2.31574, 0.28199)  -0.20

---

Q: What are the energies relative to the best structure? A: A 0.0315; B 0.0000; C 0.0391, in hartree.